Entry 1:
This record from OMol25 describes a molecular structure, C5H11InNO in a non-equilibrium geometry. The level of theory is the ωB97M-V functional and the def2-TZVPD basis.

ORCA input file:
```
! wB97M-V def2-TZVPD RIJCOSX def2/J DEFGRID3
* xyz -1 1
C -2.31 1.05 2.05
C -1.51 0.03 2.36
In -0.75 -1.23 0.65
C -0.43 0.18 -1.05
C 0.72 -0.18 -1.99
C 2.09 -0.12 -1.38
N 2.25 0.74 -0.27
O 3.03 -0.74 -1.85
H -2.44 1.34 1.02
H -2.88 1.60 2.80
H -1.27 -0.17 3.40
H 0.71 -2.16 1.10
H -2.08 -2.39 0.29
H -1.35 0.24 -1.61
H -0.26 1.17 -0.64
H 0.57 -1.14 -2.46
H 0.74 0.56 -2.81
H 1.93 0.29 0.58
H 3.24 0.93 -0.20
*
```

Summary:
- M: 215.97 g mol⁻¹
- HOMO energy: -4.5 eV
- E_tot: -14073.331 eV
- Gap between HOMO and LUMO: 7.89 eV

Entry 2:
This record from OMol25 describes a gas-phase ion, C5H11N (charge -1) in a non-equilibrium geometry. The level of theory is the ωB97M-V functional and the def2-TZVPD basis.

ORCA input file:
```
! wB97M-V def2-TZVPD RIJCOSX def2/J DEFGRID3
* xyz -1 2
C 1.39 -0.90 1.87
N 0.83 0.32 1.34
C 0.64 0.48 -0.11
C -0.34 -0.56 -0.69
C -1.56 -0.06 -1.43
C -1.87 1.21 -1.64
H 2.28 -1.28 1.35
H 0.59 -1.64 1.73
H 1.52 -0.85 2.95
H 1.13 1.19 1.75
H 1.63 0.40 -0.56
H 0.29 1.50 -0.24
H -0.74 -0.99 0.24
H 0.24 -1.32 -1.22
H -2.06 -0.94 -1.84
H -1.26 2.01 -1.25
H -2.73 1.45 -2.25
*
```

Summary:
- M: 85.15 g mol⁻¹
- HOMO energy (alpha / beta): 1.6 / -4.5 eV
- E_tot: -6850.410 eV
- <S²>: 0.75
- Gap between HOMO and LUMO (alpha / beta): 2.43 / 8.45 eV

Entry 3:
This record from OMol25 describes a single C5H11N molecule. The level of theory is the ωB97M-V functional and the def2-TZVPD basis.

ORCA input file:
```
! wB97M-V def2-TZVPD RIJCOSX def2/J DEFGRID3
* xyz 0 1
C 2.18 -0.98 -0.04
C 1.38 0.25 -0.45
C 0.05 0.29 0.28
C -0.84 1.48 0.38
N -1.15 0.40 -0.54
C -2.25 -0.46 -0.17
H 2.55 -0.88 0.99
H 1.55 -1.87 -0.07
H 3.05 -1.15 -0.69
H 1.97 1.16 -0.25
H 1.16 0.24 -1.52
H -0.04 -0.38 1.14
H -0.54 2.42 -0.07
H -1.46 1.56 1.28
H -2.06 -1.46 -0.58
H -3.17 -0.07 -0.62
H -2.39 -0.54 0.92
*
```

Summary:
- M: 85.15 g mol⁻¹
- SMILES: CC[C@H]1CN1C
- HOMO energy: -9.1 eV
- E_tot: -6852.240 eV
- Gap between HOMO and LUMO: 10.37 eV

Entry 4:
This record from OMol25 describes a single C5H11N molecule. The level of theory is the ωB97M-V functional and the def2-TZVPD basis.

ORCA input file:
```
! wB97M-V def2-TZVPD RIJCOSX def2/J DEFGRID3
* xyz 0 1
C -1.30 1.82 0.23
C -0.19 0.92 -0.22
C 0.96 -1.16 -0.22
C 2.26 -0.50 -0.47
N -0.13 -0.40 -0.04
C -1.33 -1.13 0.42
H -1.76 1.53 1.18
H -2.12 1.94 -0.50
H -0.88 2.82 0.39
H 0.66 1.36 -0.72
H 0.83 -2.23 -0.16
H 3.08 -1.21 -0.35
H 2.35 -0.05 -1.48
H 2.41 0.33 0.24
H -2.16 -0.45 0.57
H -1.10 -1.65 1.35
H -1.61 -1.86 -0.35
*
```

Summary:
- M: 85.15 g mol⁻¹
- HOMO energy: -6.1 eV
- E_tot: -6851.195 eV
- Gap between HOMO and LUMO: 7.15 eV

Entry 5:
This record from OMol25 describes a single C5H11N molecule in a non-equilibrium geometry. The level of theory is the ωB97M-V functional and the def2-TZVPD basis.

ORCA input file:
```
! wB97M-V def2-TZVPD RIJCOSX def2/J DEFGRID3
* xyz 0 1
C 0.93 -0.31 -2.27
N 0.24 0.53 -1.26
C 0.00 -0.03 0.07
C 0.24 0.90 0.98
C -0.38 0.98 2.41
C -0.72 -1.31 0.06
H 0.27 -1.12 -2.77
H 1.36 0.39 -2.94
H 1.86 -0.86 -1.80
H 0.45 1.51 -1.29
H 0.38 1.98 0.81
H -1.52 0.90 2.25
H -0.15 -0.01 2.91
H -0.23 1.85 2.94
H -0.49 -2.06 1.03
H -0.48 -2.07 -0.81
H -1.77 -1.26 -0.33
*
```

Summary:
- M: 85.15 g mol⁻¹
- SMILES: C/C=C(\C)NC
- HOMO energy: -7.8 eV
- E_tot: -6850.673 eV
- Gap between HOMO and LUMO: 8.86 eV

Entry 6:
This record from OMol25 describes a single C5H11N molecule in a non-equilibrium geometry. The level of theory is the ωB97M-V functional and the def2-TZVPD basis.

ORCA input file:
```
! wB97M-V def2-TZVPD RIJCOSX def2/J DEFGRID3
* xyz 0 1
C 1.86 0.57 1.24
N 0.54 1.00 0.84
C -0.28 0.05 0.22
C 0.21 -0.83 -0.68
C -0.56 -1.29 -1.88
C -1.73 0.41 0.23
H 2.61 0.47 0.44
H 1.84 -0.39 1.77
H 2.35 1.27 1.91
H 0.11 1.64 1.48
H 1.11 -1.38 -0.42
H -1.09 -2.23 -1.70
H 0.17 -1.61 -2.63
H -1.27 -0.56 -2.27
H -2.26 -0.41 -0.25
H -2.14 0.62 1.22
H -2.02 1.35 -0.27
*
```

Summary:
- M: 85.15 g mol⁻¹
- SMILES: C/C=C(\C)NC
- HOMO energy: -7.4 eV
- E_tot: -6852.107 eV
- Gap between HOMO and LUMO: 8.44 eV

Entry 7:
This record from OMol25 describes a single C5H11N molecule in a non-equilibrium geometry. The level of theory is the ωB97M-V functional and the def2-TZVPD basis.

ORCA input file:
```
! wB97M-V def2-TZVPD RIJCOSX def2/J DEFGRID3
* xyz 0 1
C -2.31 -0.36 -0.17
C -1.10 0.59 0.08
C 0.79 -1.01 0.03
C 2.14 -0.38 -0.08
C 1.33 1.00 -0.09
H -2.26 -1.24 0.45
H -2.57 -0.50 -1.23
H -3.17 0.28 0.24
H -1.05 0.79 1.22
H -1.44 1.50 -0.32
H 0.62 -1.94 -0.54
H 0.54 -1.15 1.14
H 2.86 -0.54 0.67
H 2.56 -0.43 -1.08
H 1.21 1.42 0.97
H 1.69 1.76 -0.72
N 0.16 0.18 -0.58
*
```

Summary:
- M: 85.15 g mol⁻¹
- SMILES: CCN1CCC1
- HOMO energy: -9.1 eV
- E_tot: -6851.822 eV
- Gap between HOMO and LUMO: 10.36 eV

Entry 8:
This record from OMol25 describes 2 unconnected molecules or ions with the total composition C5H11N in a non-equilibrium geometry. The level of theory is the ωB97M-V functional and the def2-TZVPD basis.

ORCA input file:
```
! wB97M-V def2-TZVPD RIJCOSX def2/J DEFGRID3
* xyz 0 1
C 1.71 0.79 -1.07
C 1.69 -0.13 -2.26
C 1.35 -1.41 -2.17
H 2.01 1.78 -1.41
H 2.40 0.38 -0.32
H 0.78 0.78 -0.50
H 2.04 0.28 -3.19
H 1.24 -2.08 -3.01
H 1.05 -1.78 -1.19
C -1.62 0.76 0.91
C -1.77 -0.32 1.69
N -1.93 -0.15 3.05
H -1.33 1.72 1.33
H -1.90 0.76 -0.14
H -1.70 -1.33 1.33
H -2.19 0.81 3.21
H -1.82 -0.87 3.73
*
```

Summary:
- M: 85.15 g mol⁻¹
- SMILES: C=CC.C=CN
- HOMO energy: -8.0 eV
- E_tot: -6851.473 eV
- Gap between HOMO and LUMO: 9.17 eV

Entry 9:
This record from OMol25 describes 2 unconnected molecules or ions with the total composition C5H11N. The level of theory is the ωB97M-V functional and the def2-TZVPD basis.

ORCA input file:
```
! wB97M-V def2-TZVPD RIJCOSX def2/J DEFGRID3
* xyz 0 1
C 1.46 1.44 0.26
C 1.13 0.03 0.64
C -0.44 -0.86 -1.95
N -0.05 -0.33 1.02
C -1.38 0.23 1.24
C -1.07 -1.23 1.16
H 0.59 2.10 0.37
H 2.28 1.82 0.89
H 1.80 1.49 -0.78
H 1.86 -0.76 0.51
H -0.39 0.24 -2.00
H -1.15 -1.23 -2.69
H 0.56 -1.26 -2.18
H -1.79 0.73 0.35
H -1.53 0.76 2.19
H -1.13 -1.98 1.94
H -0.75 -1.19 -0.97
*
```

Summary:
- M: 85.15 g mol⁻¹
- HOMO energy (alpha / beta): -7.1 / -7.1 eV
- E_tot: -6849.461 eV
- Gap between HOMO and LUMO (alpha / beta): 8.15 / 8.15 eV

Entry 10:
This record from OMol25 describes a single C5H11N molecule. The level of theory is the ωB97M-V functional and the def2-TZVPD basis.

ORCA input file:
```
! wB97M-V def2-TZVPD RIJCOSX def2/J DEFGRID3
* xyz 0 1
C -1.61 -0.83 0.57
C -0.54 0.17 0.14
C -0.98 0.96 -1.09
N 0.69 -0.56 -0.17
C 1.89 0.23 -0.36
C 1.72 -0.61 0.85
H -1.72 -1.59 -0.21
H -1.34 -1.33 1.50
H -2.58 -0.34 0.71
H -0.37 0.89 0.97
H -1.09 0.29 -1.95
H -0.24 1.73 -1.35
H -1.94 1.46 -0.91
H 1.82 1.31 -0.22
H 2.53 -0.08 -1.18
H 2.24 -1.56 0.95
H 1.54 -0.09 1.79
*
```

Summary:
- M: 85.15 g mol⁻¹
- SMILES: CC(C)N1CC1
- HOMO energy: -9.1 eV
- E_tot: -6852.394 eV
- Gap between HOMO and LUMO: 10.40 eV

Entry 11:
This record from OMol25 describes a single C5H11N molecule in a non-equilibrium geometry. The level of theory is the ωB97M-V functional and the def2-TZVPD basis.

ORCA input file:
```
! wB97M-V def2-TZVPD RIJCOSX def2/J DEFGRID3
* xyz 0 1
C -0.93 -1.13 -1.00
C -0.29 0.27 -0.99
C 0.25 0.62 0.39
C 1.12 -0.40 1.06
C 1.71 -0.22 2.24
N -1.12 1.35 -1.47
H -1.44 -1.31 -1.95
H -0.17 -1.89 -0.85
H -1.68 -1.23 -0.23
H 0.54 0.20 -1.69
H -0.58 0.78 1.04
H 0.75 1.57 0.29
H 1.25 -1.34 0.64
H 2.29 -0.93 2.79
H 1.69 0.76 2.73
H -1.71 1.13 -2.24
H -1.69 1.76 -0.75
*
```

Summary:
- M: 85.15 g mol⁻¹
- SMILES: C=CC[C@@H](C)N
- HOMO energy: -9.2 eV
- E_tot: -6852.635 eV
- Gap between HOMO and LUMO: 10.35 eV

Entry 12:
This record from OMol25 describes a single C5H11N molecule in a non-equilibrium geometry. The level of theory is the ωB97M-V functional and the def2-TZVPD basis.

ORCA input file:
```
! wB97M-V def2-TZVPD RIJCOSX def2/J DEFGRID3
* xyz 0 1
C -1.56 0.98 -1.33
C -0.68 -0.19 -0.85
C -0.81 -0.29 0.68
C 0.71 0.19 0.74
C 1.63 -0.86 1.41
H -1.35 1.84 -0.81
H -1.54 1.18 -2.47
H -2.60 0.72 -1.21
H -1.02 -1.13 -1.27
H -1.40 0.61 0.98
H -1.22 -1.22 1.33
H 0.89 1.17 1.07
H 1.73 -0.72 2.49
H 2.68 -0.92 0.88
H 1.19 -1.95 1.25
H 1.14 0.99 -1.12
N 0.82 0.07 -0.72
*
```

Summary:
- M: 85.15 g mol⁻¹
- SMILES: C[C@@H]1C[C@@H](C)N1
- HOMO energy: -8.8 eV
- E_tot: -6851.492 eV
- Gap between HOMO and LUMO: 9.98 eV

Number 11 is which compound? C5H11N

Among the records above, which one has the highest E_tot? number 9